194
Properties=species:S:1:pos:R:3:forces:R:3 method="wB97M-V/def2-TZVPD" homo_ev=-8.4 gap_ev=9.01 max_force_ev_per_a=3.6 charge=0 smiles="CC1(C)CCCC(C)(C)N1O.CC1(C)CCCC(C)(C)N1O.CC1(C)CCCC(C)(C)N1O.CC1(C)CCCC(C)(C)N1O.CCOC(=O)C(F)(F)F.CCOC(=O)C(F)(F)F.COCCOCCOC.COCCOCCOC"
C 2.700831 7.543116 0.118248 0.84 -0.03 -0.26
C 1.324455 7.577038 0.767418 -0.88 -1.12 -0.73
C 1.367376 7.889130 2.268373 -0.29 0.19 -0.60
C 0.428199 8.572410 -0.012412 0.28 -0.62 0.76
C 0.125343 8.085744 -1.446134 0.07 1.28 -0.42
C -0.576621 6.746313 -1.429929 -0.22 -0.31 1.94
C 0.294740 5.702034 -0.714040 0.37 -0.32 0.83
C -0.489788 4.400109 -0.450596 0.06 0.65 0.08
C 1.527572 5.301922 -1.501976 0.27 -1.05 -1.26
N 0.663209 6.209422 0.668018 -0.02 0.80 -0.37
O 1.608105 5.293338 1.216841 -0.40 -0.50 0.49
H 2.679866 7.665816 -0.980035 -0.07 0.02 0.67
H 3.365558 8.310906 0.509804 -0.08 0.27 0.12
H 3.200438 6.593282 0.322895 -0.09 0.12 0.03
H 1.799844 8.868443 2.421084 0.14 0.36 0.08
H 0.350948 7.888967 2.678215 0.17 -0.05 -0.07
H 1.967388 7.168843 2.808101 0.11 -0.19 0.06
H -0.504784 8.697339 0.548917 -0.09 -0.12 -0.16
H 0.958494 9.523578 0.110091 -0.16 0.09 -0.71
H -0.462385 8.873745 -1.970069 0.17 -0.58 0.30
H 1.043308 7.982423 -2.046634 -0.20 0.19 0.28
H -0.847486 6.352758 -2.398122 -0.06 0.07 -0.41
H -1.488876 6.799247 -0.789233 0.28 0.17 -0.62
H 0.252870 3.681300 -0.097152 -0.36 -0.25 0.06
H -0.936806 4.048319 -1.390450 -0.01 -0.03 0.29
H -1.251906 4.589010 0.329765 0.27 -0.25 -0.52
H 1.275549 4.510774 -2.241340 -0.13 0.31 0.34
H 2.279979 4.840509 -0.857638 -0.09 0.24 -0.01
H 1.984222 6.073513 -2.109125 0.09 0.32 0.15
H 1.164017 4.961196 2.027220 0.03 0.32 -0.36
C -0.054636 -1.796999 -4.046835 -0.83 0.15 -0.56
C 0.513743 -0.705242 -4.947026 2.08 0.26 0.72
C 0.242816 -1.046953 -6.384486 0.24 -0.84 -0.52
C -0.034491 0.718419 -4.666319 0.40 -0.81 -1.20
C 0.408683 1.220647 -3.351626 0.03 1.00 1.97
C 1.951009 1.331630 -3.220612 -0.87 -0.30 -1.08
C 2.565152 -0.034312 -3.487719 0.72 0.07 -0.13
C 4.111216 0.155842 -3.660593 -1.06 -1.05 -0.13
C 2.317926 -0.861058 -2.256548 0.00 -0.46 1.30
N 2.057942 -0.658158 -4.744177 -1.12 2.13 -0.46
O 2.513478 -1.959691 -4.754322 -0.06 -2.07 0.31
H -1.103644 -1.867111 -4.319971 -0.32 -0.29 0.05
H 0.425448 -2.757715 -4.261627 -0.12 0.31 0.12
H -0.017581 -1.576082 -2.991073 0.09 -0.01 0.16
H 0.834741 -0.431996 -7.047240 0.10 0.31 -0.17
H 0.473789 -2.094260 -6.625249 0.08 0.20 0.21
H -0.807737 -0.920453 -6.616957 -0.30 0.17 -0.01
H 0.325757 1.452230 -5.406390 -0.03 -0.56 -0.26
H -1.127122 0.653518 -4.798747 0.25 0.17 0.34
H 0.002747 2.222203 -3.203729 -0.18 0.10 0.16
H -0.049410 0.591468 -2.579530 0.29 0.17 0.14
H 2.364457 1.744491 -2.272228 -0.67 -0.31 -0.49
H 2.250108 1.997147 -4.031420 0.23 0.26 -0.01
H 4.438133 0.893081 -2.932584 0.30 0.10 -0.13
H 4.322089 0.422716 -4.703745 0.07 0.27 0.37
H 4.587692 -0.812349 -3.446058 0.15 0.35 -0.03
H 1.288616 -0.820617 -1.873878 0.30 -0.03 -0.27
H 2.903524 -0.402903 -1.453194 0.17 -0.26 0.03
H 2.600469 -1.916814 -2.348489 0.02 0.39 -0.02
H 3.348872 -2.049476 -5.216731 0.04 0.69 -0.40
C -5.038850 -6.163902 0.797903 0.22 0.28 -0.02
C -4.582171 -7.397913 0.048082 0.14 0.35 -0.55
C -4.080288 -8.434353 1.027703 0.13 -0.21 0.29
C -5.766382 -7.912640 -0.783424 0.11 -0.48 0.53
C -5.275936 -9.025820 -1.698251 -0.42 -0.50 -0.94
C -4.236571 -8.498438 -2.664628 0.52 1.56 0.61
C -2.974055 -7.888328 -1.927107 -1.41 -0.53 -0.05
C -2.134267 -9.010105 -1.363878 0.38 -0.27 0.25
C -2.162796 -7.084502 -2.925010 0.08 -0.35 -0.09
N -3.468791 -6.945854 -0.864002 -0.45 0.05 -0.69
O -2.351977 -6.584664 -0.048606 0.09 -0.09 -0.04
H -5.237167 -5.357959 0.083538 0.06 -0.02 0.19
H -5.942884 -6.370705 1.362219 -0.18 -0.08 0.10
H -4.261063 -5.870475 1.500199 0.01 0.27 0.04
H -3.076046 -8.107127 1.284156 0.11 -0.39 0.26
H -4.668655 -8.437137 1.945126 -0.15 -0.07 -0.02
H -4.065525 -9.442135 0.604216 0.07 0.21 0.27
H -6.523478 -8.281237 -0.051434 0.45 0.15 -0.50
H -6.241542 -7.079550 -1.329582 0.30 -0.34 -0.05
H -4.873938 -9.891704 -1.169208 -0.10 0.15 0.30
H -6.065194 -9.448953 -2.331194 -0.25 0.15 0.29
H -4.721888 -7.673412 -3.203808 0.17 -0.02 -0.10
H -3.946381 -9.229128 -3.417068 0.27 -0.14 0.13
H -2.730189 -9.814300 -0.929912 0.09 0.08 -0.02
H -1.488370 -8.586766 -0.590772 0.12 -0.31 -0.12
H -1.527748 -9.441405 -2.161660 0.09 -0.04 0.07
H -1.302956 -6.632264 -2.425738 0.04 0.00 -0.13
H -2.800655 -6.307110 -3.331956 0.08 0.17 -0.22
H -1.807908 -7.762406 -3.727653 -0.14 0.48 0.33
H -2.181452 -5.643772 -0.194713 -0.39 0.01 -0.08
C 7.578569 4.436802 2.088314 -0.78 -0.50 1.23
C 6.424686 3.814857 1.327136 -0.30 -1.43 0.07
C 5.487681 4.885244 0.854628 -0.40 0.93 0.34
C 6.913525 3.066201 0.108725 -0.34 -0.22 -0.46
C 5.783453 2.224159 -0.585092 1.57 0.80 -0.83
C 5.289098 1.187686 0.391154 -0.65 0.22 0.62
C 4.721197 1.909050 1.697090 0.44 -1.12 -0.80
C 3.438954 2.669581 1.298341 0.53 -0.53 -0.10
C 4.409151 0.854542 2.814824 0.54 1.04 -1.03
N 5.809448 2.778708 2.212631 -0.89 1.17 0.86
O 5.282041 3.481511 3.377898 1.24 -1.16 0.49
H 8.197778 5.033726 1.438816 0.30 0.19 -0.13
H 7.137064 5.040261 2.906293 0.52 -0.06 -0.47
H 8.118124 3.615099 2.576513 0.24 0.34 -0.24
H 5.006993 5.358321 1.723948 -0.15 0.01 -0.40
H 6.086388 5.676486 0.392248 -0.18 -0.06 -0.14
H 4.743275 4.512846 0.149661 0.12 0.41 0.17
H 7.348825 3.883700 -0.475945 -0.06 -0.51 -0.68
H 7.715252 2.376304 0.370885 0.13 -0.01 0.13
H 5.011875 2.880546 -1.007304 0.06 -0.23 0.16
H 6.261142 1.730364 -1.455536 -0.34 0.14 0.32
H 6.155311 0.534000 0.572469 -0.34 0.07 0.55
H 4.502075 0.544767 -0.062258 0.28 0.41 0.38
H 2.593764 1.979041 1.398561 -0.06 0.41 -0.05
H 3.524098 3.026909 0.269214 -0.41 -0.17 0.19
H 3.327093 3.551010 1.917443 -0.52 0.00 0.11
H 5.295456 0.227935 2.934758 -0.22 -0.11 0.11
H 3.531617 0.281518 2.512490 0.11 -0.14 0.14
H 4.227454 1.412540 3.729601 -0.15 -0.23 0.14
H 4.594091 4.106058 3.159201 -0.44 0.29 -0.74
C -0.477551 0.394536 0.422960 -0.88 -1.38 -0.03
C -0.865084 -1.089918 0.513632 -0.08 0.03 1.13
O -1.607498 -1.459895 -0.663979 -0.28 -0.61 -0.53
C -2.034249 -2.716091 -0.715279 -0.99 1.56 -1.34
O -1.892618 -3.570161 0.098359 0.34 -0.71 0.43
C -2.940602 -2.972326 -2.013279 -0.27 0.78 1.00
F -3.328584 -1.858022 -2.680276 1.00 -0.63 0.20
F -2.302098 -3.819126 -2.812579 -0.07 0.18 -0.31
F -4.085081 -3.526361 -1.607288 0.13 -0.41 0.13
H 0.039297 0.596796 -0.507096 0.09 0.27 -0.04
H 0.133675 0.624747 1.278247 0.38 0.17 0.32
H -1.430574 0.926204 0.507492 0.35 0.30 -0.31
H -1.535842 -1.215065 1.391680 0.31 -0.06 -0.49
H -0.066631 -1.833408 0.630559 0.11 0.52 -0.09
C 1.546268 -4.801314 -2.564102 -0.20 -0.14 -0.40
C 2.095913 -5.135629 -1.235512 0.65 -0.39 1.54
O 2.295686 -3.917058 -0.477140 -0.71 0.54 -1.00
C 2.628184 -4.152507 0.760240 -1.00 3.43 -0.48
O 2.793526 -5.194752 1.245108 0.77 -2.86 1.87
C 2.691770 -2.785113 1.539419 -0.29 -2.43 -1.53
F 2.494383 -1.770035 0.750430 -0.01 1.60 -1.06
F 1.774165 -2.741636 2.463653 -1.16 -0.06 1.55
F 3.869893 -2.725783 2.063635 2.05 0.60 1.28
H 1.747207 -5.655022 -3.230581 -0.29 0.41 0.03
H 2.097732 -3.925677 -2.901810 -0.26 0.02 -0.51
H 0.455530 -4.598257 -2.504378 0.72 -0.05 -0.20
H 3.097488 -5.567602 -1.174593 -0.18 -0.47 -0.81
H 1.460609 -5.759481 -0.608932 -0.17 -0.23 -0.25
C 0.478432 -0.717106 4.995620 0.01 -0.66 1.05
O -0.074466 0.259040 4.159290 0.96 0.00 -0.71
C -1.457657 0.403116 4.293713 -0.40 0.37 -0.30
C -1.781480 1.265680 5.474948 -1.30 -0.02 0.29
O -1.598357 2.647236 5.223671 0.83 -0.59 0.23
C -0.238690 3.079123 5.363191 -0.67 0.20 1.11
C 0.381225 3.486852 4.079486 1.51 -0.91 0.05
O 0.052196 4.733578 3.563186 0.25 -0.15 -0.15
C -1.298970 4.870733 3.258841 -1.22 1.52 0.12
H 1.552067 -0.830378 4.806749 -0.30 0.25 -0.15
H 0.000866 -1.703199 4.857130 0.07 0.22 -0.19
H 0.346393 -0.481018 6.078388 0.16 0.02 -0.57
H -1.927059 -0.589089 4.338651 -0.19 0.15 0.05
H -1.830324 0.982838 3.439002 0.15 -0.47 -0.25
H -1.227325 0.864589 6.328168 0.00 0.54 0.31
H -2.852027 1.211961 5.690377 0.04 -0.37 0.11
H 0.374877 2.281255 5.815356 -0.20 0.29 -0.17
H -0.286125 3.921345 6.052561 0.26 0.16 0.15
H 0.212815 2.632381 3.418342 -0.03 0.25 -0.67
H 1.460495 3.563074 4.254538 0.01 -0.24 -0.03
H -1.632718 4.264421 2.410669 0.17 -0.19 0.10
H -1.383104 5.939852 2.982593 -0.33 -0.59 0.00
H -1.944401 4.665869 4.136702 0.32 0.08 -0.51
C -6.516363 -3.200094 3.687491 0.23 0.09 -0.50
O -5.734066 -2.117474 3.197713 -0.48 -1.13 -0.50
C -5.360055 -2.346423 1.822317 0.38 1.84 1.13
C -4.567045 -1.082786 1.531624 -0.94 -0.25 -0.83
O -5.549548 -0.061410 1.229634 1.48 -0.49 0.10
C -4.969041 1.242145 1.162567 -0.57 -0.53 1.50
C -4.699273 1.672640 -0.223145 0.66 -0.68 -0.72
O -3.580237 0.862228 -0.660567 -0.41 0.86 -1.11
C -3.214639 1.210563 -2.013668 -0.78 0.37 0.40
H -5.913498 -4.126190 3.629260 -0.40 0.14 0.17
H -7.400566 -3.287209 3.040350 -0.03 -0.28 0.28
H -6.827600 -2.998759 4.717151 0.18 0.02 -0.22
H -6.206646 -2.391179 1.107092 0.15 -0.12 0.58
H -4.710963 -3.208147 1.697781 -0.01 -0.44 0.20
H -3.970011 -1.316355 0.645532 0.32 0.56 -0.02
H -3.938158 -0.792477 2.408527 -0.42 -0.24 -0.65
H -4.029100 1.245146 1.741370 -0.32 0.26 0.00
H -5.745208 1.831879 1.655829 0.40 0.62 -0.12
H -4.415397 2.726368 -0.318890 -0.16 0.06 0.19
H -5.628759 1.479712 -0.783516 0.43 0.01 -0.38
H -3.019032 2.298235 -2.112147 0.23 -0.40 0.26
H -4.073432 1.028772 -2.676458 0.22 -0.26 0.00
H -2.350706 0.629141 -2.336907 -0.14 0.02 0.24